# 1
6 unconnected molecules or ions with the total composition C35H40N3O8, computed with ωB97M-V/def2-TZVPD.

Cartesian coordinates (Å):
O (-4.5481, 2.3682, -0.9405)
O (0.6090, 1.2700, 3.5054)
O (1.4371, -6.8705, 1.5802)
O (4.1220, -7.2821, -3.3862)
O (6.0715, 0.1489, 2.6724)
O (-7.5269, 7.1865, 0.0241)
O (4.3054, 2.1154, -7.6854)
O (2.4224, 1.7402, -2.5457)
N (-0.9174, -1.0916, 0.8009)
N (-4.5507, 0.7883, 3.3616)
N (1.1131, -1.5790, 0.3719)
C (2.0467, 2.2154, -4.8654)
C (0.7578, -2.6022, 1.2039)
C (4.7596, 1.5734, -5.4079)
C (-2.1400, -0.4754, 0.9498)
C (-4.7879, 4.7625, -1.2874)
C (-6.8432, 6.0299, -0.1661)
C (2.9410, -1.7531, -1.3605)
C (-5.2957, 3.5748, -0.7790)
C (2.6035, -6.1764, -1.8970)
C (-4.6120, 2.0372, 3.0256)
C (-0.6414, -2.2948, 1.4424)
C (-5.7146, 6.0169, -0.9781)
C (2.5541, -1.3101, 0.0555)
C (2.7274, 1.9740, 2.7009)
C (4.2621, 1.7886, 2.5674)
C (1.9968, 0.9699, 3.3189)
C (4.2447, 1.4435, -3.9992)
C (3.9217, -0.4325, 3.4965)
C (-5.6734, 2.8921, 3.4106)
C (2.9144, 1.8011, -3.7823)
C (-5.5328, 0.3491, 4.2343)
C (0.2211, -0.6489, 0.1504)
C (3.2046, -7.8703, 0.2400)
C (-6.6045, 2.3996, 4.2669)
C (3.8840, -8.0620, -1.1070)
C (-6.4642, 3.6010, 0.0032)
C (3.5495, -7.1803, -2.2044)
C (-6.6117, 1.0882, 4.7132)
C (2.1414, -6.9339, 0.3526)
C (4.7947, 0.5101, 2.9117)
C (-7.1525, 4.8257, 0.2950)
C (2.6610, 2.3509, -6.1345)
C (2.5791, -0.1814, 3.7001)
C (3.9191, 2.0997, -6.4261)
C (1.8372, -6.1023, -0.7032)
H (-3.8189, 4.7848, -1.7203)
H (-7.3589, 3.1327, 4.5685)
H (0.4336, 0.3668, -0.2150)
H (1.9097, -1.0370, 3.9842)
H (1.5865, 1.9376, -2.5306)
H (3.1234, -1.5806, 0.8641)
H (3.2515, -8.5933, 1.1539)
H (-2.4998, 0.0759, 1.7638)
H (-3.0392, -0.8774, 0.4666)
H (4.5327, -8.1064, -3.2987)
H (1.9301, -7.1768, 2.2547)
H (-1.3131, -2.8624, 2.0776)
H (2.3100, 2.8115, 2.5171)
H (-3.6454, 2.4531, -0.8739)
H (-4.0541, 2.4535, 2.4437)
H (4.0221, -1.7392, -1.4665)
H (2.5185, -0.3439, 0.1998)
H (-8.0566, 4.7868, 0.8836)
H (4.6328, 2.7985, 2.1872)
H (0.3707, 1.6952, 2.7168)
H (6.4443, 0.6767, 2.0857)
H (4.6390, -8.8368, -1.0693)
H (5.6249, 1.2068, -5.5016)
H (4.9456, 1.0520, -3.2270)
H (1.0801, 2.6832, -4.8010)
H (-5.6548, 3.8903, 3.0391)
H (-7.3593, 7.7662, -0.8443)
H (2.2709, -1.2070, -2.0684)
H (1.5393, -3.3714, 1.4889)
H (1.2501, -5.1973, -0.6541)
H (-2.2469, 0.1224, 0.2072)
H (2.2365, -5.5518, -2.6025)
H (2.0715, 3.0822, -6.7411)
H (-7.4803, 0.8194, 5.2787)
H (-5.3088, 6.9662, -1.5861)
H (4.4998, -1.3922, 3.8431)
H (2.5986, -2.8482, -1.5489)
H (5.2703, 2.1572, -7.7140)
H (-6.7269, 2.6398, 0.3614)
H (-5.5147, -0.7115, 4.3784)

Results
2S+1: 1
total charge: +1
ΔE to the lowest compared entry with this formula, charge and spin: 2.559 eV

Here are the Löwdin charges for atoms 1 to 4, given in e: 0.02, 0.03, 0.04, 0.11

# 2
2 unconnected molecules or ions with the total composition C3H9N3O2, computed with ωB97M-V/def2-TZVPD.

Cartesian coordinates (Å):
O (-0.7837, 1.3704, 0.1065)
O (0.8188, 1.7061, -1.4456)
N (-0.4154, -1.5156, -0.4388)
N (-1.7792, -1.9099, 1.3820)
N (1.2486, 2.0625, 0.7570)
C (0.4539, 1.7235, -0.2971)
C (-0.6403, -1.6058, 0.9127)
C (0.9006, -1.8501, -0.9717)
H (0.7913, 2.2792, 1.6260)
H (-1.7534, -1.8876, 2.3982)
H (2.0535, 2.6056, 0.5199)
H (0.2195, -1.3538, 1.5354)
H (1.6458, -1.6287, -0.2094)
H (-1.1936, -1.8818, -0.9766)
H (0.9756, -2.9060, -1.2357)
H (1.1267, -1.2388, -1.8419)
H (-1.0791, 0.6922, -0.5214)

Results
structure (SMILES): [H]/N=C/NC.NC(=O)O
2S+1: 1
total charge: 0
ΔE to the lowest compared entry with this formula, charge and spin: 1.161 eV

Here are the Löwdin charges for atoms 1 to 4, given in e: 0.07, 0.07, -0.08, 0.07

# 3
A molecular structure, C28H21Cl3LiN5S, computed with ωB97M-V/def2-TZVPD.

Cartesian coordinates (Å):
Cl (2.4358, 0.2671, 5.6350)
Cl (1.3932, 2.3123, 3.7761)
Cl (3.8316, 0.7458, 3.0419)
S (0.7223, 0.3225, -4.7518)
N (-1.1943, -2.3813, -0.0627)
N (-1.6560, 0.0491, 1.0781)
N (0.0944, 2.2260, 0.6124)
N (1.7500, -0.4618, -0.9417)
N (0.7008, -1.0890, 2.7880)
C (-0.2910, -3.6452, -1.9846)
C (0.6991, 0.0826, -2.9800)
C (-1.7393, -4.7148, 1.3251)
C (-2.1377, -3.4923, 1.8440)
C (-1.9709, 1.2926, 1.4513)
C (1.3640, -0.2567, 3.3362)
C (-2.3346, -1.0165, 1.5457)
C (4.1137, -0.3143, -0.6124)
C (1.9134, -0.0780, -2.2061)
C (2.3163, 3.0218, 0.0536)
C (-1.8907, -2.3339, 1.1034)
C (-1.5701, 0.0327, -3.5546)
C (-0.5926, -0.0172, -2.5306)
C (-1.1748, -4.7395, 0.0557)
C (-3.4253, -0.8309, 2.4249)
C (-1.8882, 3.5567, 0.3328)
C (-0.9157, -3.5520, -0.6459)
C (2.2042, 0.7083, 3.9264)
C (-3.8249, 0.4578, 2.7596)
C (-1.2197, 2.3934, 0.7937)
C (3.1584, 0.1925, -2.7448)
C (2.8341, -0.5899, -0.1606)
C (4.2810, 0.0971, -1.9274)
C (-3.0737, 1.5212, 2.2730)
C (-1.0135, 0.1798, -4.7981)
C (0.2365, 4.3847, -0.3662)
C (0.8545, 3.1995, 0.1031)
C (-1.1431, 4.5421, -0.2881)
Li (-0.2693, -0.4795, -0.3297)
H (-1.8751, -5.6370, 1.8915)
H (0.5737, -4.3484, -1.9728)
H (2.8334, 3.9922, 0.1850)
H (0.8597, 5.1541, -0.8347)
H (0.0341, -2.6595, -2.3745)
H (2.6262, 2.6739, -0.9530)
H (3.2431, 0.4709, -3.8160)
H (2.6693, 2.2897, 0.8113)
H (-2.6454, -3.4115, 2.8052)
H (4.9356, -0.4123, 0.1024)
H (-1.6246, 5.4480, -0.6734)
H (-4.6984, 0.6149, 3.4040)
H (5.2936, 0.2817, -2.3061)
H (-1.0278, -4.0702, -2.6862)
H (-2.9823, 3.6409, 0.4504)
H (-1.5715, 0.2115, -5.7382)
H (-0.8971, -5.6938, -0.4284)
H (-2.6341, -0.0595, -3.3596)
H (-3.9503, -1.7052, 2.7984)
H (2.6648, -0.9209, 0.8613)
H (-3.4049, 2.5479, 2.4585)

Results
2S+1: 1
total charge: 0

Here are the Löwdin charges for atoms 1 to 4, given in e: 0.63, 0.62, 0.59, 0.91

# 4
A single C18H20ClFN4O2 molecule, computed with ωB97M-V/def2-TZVPD.

Cartesian coordinates (Å):
Cl (-2.1557, 3.4559, -0.4865)
F (-0.1602, 7.2784, 2.1085)
O (-2.9638, -6.2508, -0.6649)
O (3.1405, -2.2177, -1.0308)
N (-0.8716, -6.1311, 0.2465)
N (1.7727, -3.7648, -0.0784)
N (1.7547, 1.9553, -0.5132)
N (0.2741, -5.4209, 0.3594)
C (2.1553, -2.4686, -0.3733)
C (-0.7826, 4.3890, 0.0578)
C (-3.1236, -7.4867, 0.0318)
C (1.5586, 4.7990, 0.1543)
C (0.5928, -4.2381, -0.2519)
C (0.0423, 6.2074, 1.3090)
C (-0.4700, -3.7217, -1.1034)
C (1.3428, 5.8921, 0.9689)
C (2.0803, 0.6776, -1.1728)
C (0.8288, 2.8351, -1.1942)
C (1.2407, 1.2273, 0.6611)
C (-1.7854, -5.6285, -0.5004)
C (0.5033, 4.0249, -0.3240)
C (1.3653, -1.3596, 0.3135)
C (2.0342, -0.0109, 0.2008)
C (-1.6227, -4.3926, -1.2200)
C (-2.4514, 5.8677, 1.2843)
C (-1.0578, 5.4866, 0.8804)
H (-2.9274, 5.0578, 1.8384)
H (3.0273, -0.0395, 0.6467)
H (2.1559, 6.4978, 1.3434)
H (1.4762, 1.6761, 1.6270)
H (0.9837, -5.8469, 0.9336)
H (1.3042, 3.1817, -2.1168)
H (-0.2880, -2.8160, -1.6635)
H (2.5657, 4.5103, -0.1174)
H (-3.0293, -7.3348, 1.1068)
H (0.3662, -1.3096, -0.1343)
H (-2.4406, 6.7572, 1.9076)
H (-0.0900, 2.3080, -1.4819)
H (-4.1201, -7.8351, -0.2195)
H (-3.0678, 6.0612, 0.4060)
H (1.2072, -1.6443, 1.3570)
H (1.2650, 0.3211, -1.8229)
H (-2.4287, -4.0520, -1.8555)
H (0.1547, 1.0520, 0.6009)
H (-2.3716, -8.2070, -0.2898)
H (3.0159, 0.6577, -1.7282)

Results
structure (SMILES): COc1cc/c(=N\C(=O)CC2CN(Cc3ccc(F)c(C)c3Cl)C2)[nH]n1
2S+1: 1
total charge: 0
ΔE to the lowest compared entry with this formula, charge and spin: 0.323 eV

Here are the Löwdin charges for atoms 1 to 4, given in e: 0.72, 0.06, -0.06, 0.08

no.,F_max (eV/A),HOMO level (eV),calculated total energy (a.u.)
1,10.7,-10.11,-2123.234910
2,0.4,-9.28,-434.483507
3,7.2,-6.26,-3139.666669
4,0.2,-8.56,-1627.419563